[1]
Here is 12 unconnected molecules or ions with the total composition C48H90O15 from OMol25. Energies are from wB97M-V/def2-TZVPD.

The total charge is 0. As for the multiplicity: 1. As for the total energy: -81944.9841 eV. The calculation puts the max |F| at 1.38 eV/A.

Geometry (Å):
O  4.999  -2.280  0.359
O  -0.729  -0.057  -1.212
O  0.693  6.037  -2.251
O  -2.391  -3.644  2.979
O  3.303  1.090  4.641
O  -2.919  6.557  2.905
O  -0.253  5.991  -0.230
O  -0.850  -2.034  2.889
O  2.946  -4.624  3.497
O  -2.126  1.564  -3.877
O  0.301  -3.394  -3.767
O  -3.171  -0.238  -3.135
O  -4.724  -3.612  -0.885
O  4.376  3.070  -2.091
O  -6.654  2.856  -0.739
C  1.587  -4.969  3.242
C  -1.465  -2.813  3.554
C  3.372  -3.584  2.603
C  1.406  -4.647  1.769
C  -5.700  2.906  -1.791
C  -4.934  -4.935  -1.318
C  0.152  1.494  0.382
C  -1.971  -4.512  5.092
C  -2.278  0.374  -3.941
C  5.773  3.236  -1.853
C  3.167  2.525  2.744
C  1.116  -4.379  -1.807
C  2.501  1.332  3.473
C  -0.238  -4.740  -3.729
C  -1.429  4.693  3.058
C  -3.248  5.698  1.813
C  -2.983  -4.486  3.959
C  -2.659  4.342  2.226
C  0.341  5.668  -3.607
C  2.174  -3.352  1.655
C  -6.158  1.996  0.272
C  -3.524  -5.523  -1.369
C  -0.764  -0.695  0.058
C  4.424  2.767  3.560
C  4.092  -0.732  -1.127
C  -4.357  2.859  -1.092
C  5.938  4.560  -1.097
C  -4.628  1.899  0.058
C  4.635  1.486  4.355
C  -1.528  -0.658  -4.752
C  0.563  -5.508  -2.672
C  -0.300  5.739  -1.398
C  -1.188  5.569  -3.586
C  0.279  0.050  0.886
C  -2.410  -1.901  -4.589
C  -3.080  -1.667  -3.241
C  -3.631  -3.580  0.031
C  4.603  -1.914  -1.942
C  1.413  -3.363  -2.917
C  -1.463  5.136  -2.151
C  -1.436  -3.094  5.042
C  4.547  4.847  -0.554
C  3.645  4.197  -1.605
C  4.920  -2.984  -0.863
C  -0.571  1.357  -0.979
C  -1.637  6.184  3.398
C  4.894  -0.866  0.155
C  -2.983  -4.977  -0.055
H  -1.343  -0.368  -5.781
H  -2.531  -2.031  -2.369
H  -1.395  4.054  -2.001
H  5.279  3.157  2.998
H  -0.555  -0.826  -4.280
H  4.233  0.230  -1.615
H  -3.296  -5.571  0.810
H  6.696  4.470  -0.319
H  3.929  -2.293  -2.708
H  2.728  3.803  -1.164
H  -5.497  -5.505  -0.565
H  -2.999  -5.062  -2.208
H  -3.492  2.585  -1.697
H  0.087  -0.067  1.950
H  4.337  4.397  0.419
H  -2.913  -2.828  -0.296
H  6.233  5.376  -1.758
H  -2.389  -4.835  6.051
H  -6.444  2.390  1.246
H  5.892  -3.425  -1.099
H  -0.479  -1.743  -0.090
H  -1.631  6.532  -3.842
H  6.086  2.385  -1.243
H  1.630  -2.346  -2.560
H  0.918  -4.370  3.870
H  -0.093  -6.166  -2.103
H  1.473  -6.018  3.515
H  1.272  -0.318  0.625
H  -1.206  -5.277  4.937
H  1.842  -5.401  1.105
H  -3.977  -3.432  1.050
H  0.364  -4.581  1.433
H  -1.780  -0.668  0.473
H  -2.408  5.491  -1.751
H  -3.451  -6.606  -1.437
H  2.380  -3.600  -3.403
H  6.345  3.237  -2.782
H  -1.397  4.024  3.918
H  -4.103  2.132  0.983
H  -5.475  -4.968  -2.258
H  -0.440  -3.012  5.466
H  -6.585  0.988  0.213
H  -0.513  4.592  2.475
H  -2.756  6.110  0.926
H  4.239  3.573  4.279
H  -3.978  -4.121  4.244
H  -1.894  -4.963  0.037
H  -1.653  4.853  -4.266
H  2.486  3.371  2.738
H  5.185  1.675  5.272
H  5.923  -0.489  0.034
H  4.171  -3.982  1.979
H  -5.874  3.787  -2.402
H  -3.218  -5.484  3.577
H  2.541  -3.235  0.634
H  -0.903  6.818  2.886
H  -2.104  -2.372  5.517
H  3.034  -0.897  -0.890
H  1.115  1.971  0.191
H  1.431  -6.012  -3.093
H  4.174  -3.778  -0.797
H  0.669  6.472  -4.255
H  -0.438  2.139  1.034
H  -1.275  -4.610  -3.430
H  3.404  4.883  -2.424
H  -4.345  0.886  -0.244
H  2.482  0.390  2.920
H  0.817  4.719  -3.843
H  -0.119  -5.193  -4.711
H  -3.432  3.780  2.752
H  -4.071  -2.118  -3.214
H  -4.323  5.595  1.695
H  -5.809  2.004  -2.411
H  0.363  -3.958  -1.135
H  -1.863  -2.834  -4.669
H  4.469  -0.467  1.070
H  -2.353  3.746  1.358
H  1.505  1.541  3.854
H  3.703  -2.690  3.125
H  3.438  2.238  1.726
H  -0.035  1.755  -1.839
H  5.120  0.680  3.798
H  2.045  -4.500  -1.248
H  -1.557  6.389  4.466
H  4.338  5.913  -0.456
H  5.526  -1.587  -2.430
H  -3.157  -1.882  -5.388
H  -1.594  1.754  -0.957
H  -4.078  3.802  -0.601
H  1.542  -2.515  1.953

[2]
Here is 4 unconnected molecules or ions with the total composition C49H100ClN6O8PS from OMol25. Energies are from wB97M-V/def2-TZVPD.

The total charge is -1. As for the multiplicity: 4. As for the total energy: -110398.7171 eV. The calculation puts the max |F| at 2.57 eV/A.

Geometry (Å):
Cl  -3.052  -7.063  2.067
S  -1.681  -6.682  0.576
P  -3.336  -2.191  4.926
O  -1.176  -0.909  2.393
O  7.388  -1.347  1.357
O  -4.468  6.428  0.927
O  1.747  0.719  -2.784
O  -3.951  -2.818  3.519
O  -1.365  -2.902  1.428
O  -1.698  -7.842  -0.270
O  -2.018  -5.495  -0.121
N  2.497  -0.072  -3.488
N  -3.749  -3.501  6.064
N  0.576  -2.954  4.051
N  -1.636  -2.165  4.863
N  -5.396  6.940  0.181
N  8.031  -1.995  0.434
C  3.821  -0.145  -5.611
C  -2.823  2.439  2.861
C  -4.267  7.345  -2.505
C  -4.392  9.108  0.933
C  1.407  -1.912  3.465
C  -1.843  0.255  -1.049
C  -0.017  -6.652  1.266
C  -5.706  5.975  -0.918
C  8.963  -1.722  -1.874
C  -0.310  -5.433  3.507
C  8.240  0.238  -0.649
C  -2.281  0.879  0.288
C  -0.851  -2.867  3.810
C  -0.900  0.261  5.194
C  -1.979  2.314  4.144
C  3.063  -2.474  -3.785
C  0.716  -1.647  -4.297
C  -6.444  -0.181  -1.056
C  -1.144  -2.176  2.423
C  -7.045  6.320  -1.600
C  -3.930  8.285  -1.350
C  -6.231  9.120  -0.673
C  -4.981  8.313  -0.233
C  -5.916  4.565  -0.369
C  1.949  -1.461  -3.406
C  -4.605  5.951  -1.979
C  0.381  -5.432  2.122
C  -5.457  -1.039  -1.889
C  6.196  -3.559  -0.264
C  7.429  -3.988  1.833
C  -3.095  -0.075  -1.883
C  3.021  1.986  -4.786
C  2.751  -0.997  1.595
C  -1.358  1.972  0.811
C  0.881  -1.107  -5.716
C  -2.051  3.032  1.673
C  -0.997  -1.179  5.719
C  8.623  -4.304  -0.270
C  -4.062  -1.034  -1.194
C  6.089  -2.839  -1.607
C  -2.216  0.931  4.820
C  6.523  -1.381  -1.468
C  7.915  -1.241  -0.849
C  -1.376  -4.364  3.722
C  1.373  0.339  -5.686
C  1.544  -1.839  -1.982
C  7.559  -3.412  0.423
C  2.001  -2.261  2.090
C  2.646  0.507  -4.854
H  -5.010  4.143  0.063
H  -4.242  -0.802  -0.145
H  3.003  -1.149  0.540
H  0.001  -1.455  6.069
H  3.650  -1.184  -5.880
H  4.741  -0.090  -5.025
H  -0.231  0.385  4.343
H  -3.413  7.280  -3.182
H  6.686  -3.351  -2.367
H  4.053  -2.025  -3.707
H  -1.142  0.876  -1.618
H  0.579  0.975  -5.282
H  -4.192  10.130  0.609
H  -1.802  -4.569  4.714
H  5.788  -0.849  -0.855
H  -3.665  3.112  3.064
H  -3.444  8.698  1.280
H  9.229  0.364  -0.205
H  1.241  -2.885  -1.949
H  2.707  -3.093  2.148
H  -2.907  1.042  5.657
H  -2.335  3.078  4.842
H  8.343  -4.584  -1.287
H  -0.839  -6.397  3.567
H  3.634  -0.782  2.198
H  -3.619  0.870  -2.093
H  -7.849  6.396  -0.866
H  -3.655  -2.049  -1.219
H  -7.148  8.670  -0.296
H  -6.313  9.214  -1.757
H  7.176  -5.046  1.769
H  -3.271  1.496  2.543
H  0.056  -7.524  1.919
H  2.229  2.599  -4.358
H  -6.696  4.555  0.395
H  -6.230  3.897  -1.171
H  0.807  -3.175  5.007
H  -2.740  3.594  1.028
H  8.949  -1.073  -2.751
H  1.552  0.688  -6.706
H  -1.306  3.755  2.027
H  2.035  -0.172  1.616
H  2.945  -2.877  -4.793
H  0.452  -2.706  -4.337
H  2.283  -1.785  4.122
H  -5.083  9.151  1.777
H  -0.140  -1.139  -3.839
H  -7.315  5.533  -2.305
H  -2.968  7.972  -0.932
H  -7.024  7.241  -2.178
H  8.240  0.751  -1.611
H  -0.484  1.549  1.318
H  -0.078  -1.152  -6.237
H  -6.217  10.134  -0.272
H  3.216  2.366  -5.790
H  0.639  -6.789  0.408
H  -3.845  -4.344  5.488
H  8.787  -5.233  0.276
H  -2.814  -0.506  -2.853
H  -2.928  -3.681  6.638
H  0.296  -4.490  1.585
H  0.416  -5.493  4.317
H  9.968  -1.685  -1.451
H  6.506  -0.898  -2.448
H  5.412  -3.164  0.390
H  2.371  -1.710  -1.282
H  9.595  -3.811  -0.305
H  -5.094  7.746  -3.099
H  5.968  -4.619  -0.403
H  8.787  -2.728  -2.246
H  1.451  -5.588  2.312
H  1.201  -2.416  1.363
H  3.075  -3.328  -3.107
H  -1.590  -1.130  6.645
H  0.960  -0.921  3.379
H  -1.336  -0.702  -0.878
H  -4.814  -3.171  3.773
H  3.996  0.381  -6.551
H  -5.815  -2.068  -1.837
H  -7.136  0.389  -1.683
H  -3.779  9.297  -1.732
H  7.513  0.743  -0.016
H  5.055  -2.877  -1.958
H  -0.920  2.489  3.940
H  -0.954  2.492  -0.071
H  -5.920  0.539  -0.421
H  0.694  -1.261  -1.624
H  8.364  -3.897  2.389
H  -0.457  0.856  6.013
H  -4.910  5.309  -2.809
H  3.927  2.133  -4.194
H  -3.699  5.499  -1.564
H  -3.292  1.294  0.147
H  -7.024  -0.813  -0.381
H  -5.401  -0.656  -2.909
H  -2.395  0.053  0.994
H  -2.176  -4.476  2.995
H  -2.651  0.314  4.035
H  6.635  -3.510  2.406
H  1.567  -1.737  -6.291